# 1
ORCA calculation (ωB97M-V/def2-TZVPD) on a molecular structure, C34H46IrN5OS2Si2.

Last column: Löwdin spin population.
Cartesian coordinates (Å):
Ir -0.623 -0.355 0.084  1.13
C -0.829 -3.463 -1.020  0.00
N -0.618 -2.140 -1.634  0.07
C 0.740 -2.173 -2.249  0.00
C 1.299 -0.850 -2.684  0.00
N 1.640 -0.046 -1.517  0.10
C 1.896 1.356 -1.911  0.00
C 2.817 -0.516 -0.820  0.01
C 4.026 -0.723 -1.481  0.00
C 5.180 -1.013 -0.775  0.00
C 5.137 -1.086 0.611  0.00
C 3.938 -0.893 1.274  0.01
C 2.769 -0.617 0.560  0.02
S 1.284 -0.427 1.479  0.12
C -1.630 -1.841 -2.633  0.00
C -2.192 -2.844 -3.420  0.00
C -3.140 -2.547 -4.384  0.00
C -3.543 -1.232 -4.573  0.00
C -2.997 -0.232 -3.785  0.00
C -2.040 -0.530 -2.811  0.00
S -1.408 0.821 -1.886  -0.01
H -0.530 -4.275 -1.687  0.00
H -1.877 -3.587 -0.753  0.00
H -0.228 -3.531 -0.122  0.00
H 0.719 -2.846 -3.112  0.00
H 1.418 -2.596 -1.503  0.00
H 0.588 -0.301 -3.292  0.00
H 2.173 -1.047 -3.311  0.00
H 2.672 1.409 -2.682  0.00
H 2.230 1.915 -1.042  0.00
H 0.988 1.803 -2.304  0.00
H 4.080 -0.626 -2.560  0.00
H 6.112 -1.158 -1.306  0.00
H 6.041 -1.286 1.174  0.00
H 3.887 -0.950 2.357  0.00
H -1.881 -3.875 -3.301  0.00
H -3.561 -3.342 -4.988  0.00
H -4.278 -0.981 -5.328  0.00
H -3.306 0.801 -3.903  0.00
C -1.137 4.691 2.031  -0.02
Si -0.447 3.301 0.960  -0.03
C 1.423 3.352 0.999  0.00
C -1.040 3.666 -0.772  0.00
C -1.117 1.729 1.799  -0.37
C -2.491 1.324 1.400  -0.04
C -3.667 1.939 1.848  -0.01
C -4.886 1.491 1.374  0.00
C -4.926 0.449 0.440  0.00
C -3.732 -0.107 0.050  0.00
N -2.565 0.340 0.541  -0.01
Si -0.563 1.396 3.593  -0.03
C 1.209 1.943 3.831  0.00
C -0.720 -0.358 4.217  0.00
C -1.705 2.374 4.725  -0.02
H -0.734 5.653 1.698  0.00
H -0.864 4.557 3.083  0.00
H -2.228 4.748 1.964  0.00
H 1.791 3.970 0.173  0.00
H 1.866 2.358 0.909  0.00
H 1.783 3.796 1.931  0.00
H -1.037 4.750 -0.927  0.00
H -2.054 3.305 -0.963  0.00
H -0.385 3.228 -1.524  0.00
H -3.600 2.764 2.547  0.00
H -5.807 1.949 1.717  0.00
H -5.860 0.082 0.038  0.00
H -3.685 -0.920 -0.665  0.00
H 1.854 1.590 3.027  0.00
H 1.594 1.535 4.771  0.00
H 1.295 3.035 3.882  0.00
H -0.140 -1.054 3.618  0.00
H -1.755 -0.707 4.246  0.00
H -0.326 -0.392 5.238  0.00
H -1.756 3.439 4.476  0.00
H -1.342 2.286 5.754  0.00
H -2.722 1.968 4.695  0.00
N 1.238 -5.464 2.036  0.00
C 0.116 -5.434 2.804  0.00
O -0.171 -6.320 3.582  0.00
C -0.815 -4.268 2.596  0.00
C -2.125 -4.411 3.035  0.00
C -3.016 -3.375 2.822  0.00
C -2.578 -2.249 2.147  0.00
N -1.323 -2.102 1.717  0.06
C -0.458 -3.084 1.980  0.00
H 1.865 -6.239 2.164  0.00
H 1.538 -4.701 1.458  0.00
H -2.399 -5.323 3.551  0.00
H -4.040 -3.432 3.164  0.00
H -3.260 -1.431 1.970  0.00
H 0.575 -2.867 1.717  0.00

Forces on atoms 1 to 6 (eV/Å):
-1.741 1.927 -0.972
-0.117 -0.012 -0.060
0.261 0.236 0.472
0.074 -0.273 -0.046
-0.147 -0.064 0.064
0.082 0.286 0.013

HOMO-LUMO gap (spin up / spin down), hartree: 0.235 / 0.227
2S+1: 2
Total charge: +1
Molar mass, g/mol: 853.299
Energy above the lowest of the compared OMol25 structures with the same formula, charge and spin, kJ/mol: 201.8

# 2
ORCA calculation (ωB97M-V/def2-TZVPD) on 11 unconnected molecules or ions with the total composition C34H46N10O8S.

Last column: Mulliken charge in e.
Cartesian coordinates (Å):
S -0.016 -0.339 -0.236  0.25
O 1.357 -0.430 0.036  -0.76
O -0.226 0.810 -1.211  -0.98
O -0.477 -1.497 -0.916  -1.52
O -0.645 -0.122 1.003  -0.53
N -0.748 -4.078 -0.902  0.29
C -1.949 -4.755 -0.581  -0.85
C -1.652 -6.214 -0.688  -0.82
C -0.334 -6.315 -1.115  -0.90
C 0.283 -4.925 -1.251  -0.39
H -0.707 -2.983 -0.826  0.66
H -2.738 -4.193 -0.270  0.82
H -2.332 -7.055 -0.615  0.37
H 0.164 -7.113 -1.442  0.54
H 1.224 -4.576 -1.436  0.45
N -2.559 -1.149 2.256  0.68
C -2.707 -2.509 2.325  -0.12
C -3.922 -2.730 3.207  -1.02
C -4.399 -1.349 3.550  -0.89
C -3.398 -0.363 2.971  -0.41
H -1.771 -0.625 1.721  0.01
H -1.761 -3.124 2.012  0.31
H -4.403 -3.657 3.358  0.45
H -5.279 -0.970 3.857  0.51
H -3.301 0.675 3.255  0.36
N 1.182 2.132 -3.117  0.43
C 0.344 3.057 -3.772  -0.28
C 1.344 3.596 -4.832  -0.92
C 2.652 2.806 -4.753  -0.75
C 2.512 1.843 -3.639  -0.41
H 0.792 1.425 -2.397  0.30
H -0.586 3.252 -3.357  0.44
H 0.866 4.210 -5.477  0.49
H 3.456 2.920 -5.451  0.42
H 3.170 1.016 -3.319  0.44
N 3.483 0.820 0.409  0.28
C 4.340 0.267 1.406  -0.04
C 5.710 0.961 1.455  -0.83
C 5.435 2.229 0.528  -0.85
C 4.139 1.900 -0.143  -0.52
H 2.550 0.323 0.208  0.74
H 3.959 -0.694 1.946  0.11
H 6.620 0.769 2.129  0.28
H 6.111 3.044 0.291  0.38
H 3.706 2.428 -0.906  0.61
N -0.753 1.651 2.930  0.80
C -1.112 2.991 2.794  -0.03
C -0.857 3.672 4.134  -1.29
C -0.303 2.603 5.057  -0.66
C -0.388 1.311 4.251  -0.56
H -0.739 0.972 2.201  0.25
H -1.393 3.213 1.806  0.37
H -0.989 4.668 4.255  0.57
H -0.068 2.578 6.273  0.18
H -0.246 0.333 4.594  0.61
N -2.236 2.308 -0.630  0.99
C -2.530 3.598 -1.046  -0.65
C -3.741 4.154 -0.152  -0.90
C -4.099 3.003 0.651  -0.90
C -3.116 1.870 0.330  -0.16
H -1.478 1.754 -0.783  -0.09
H -2.048 4.055 -1.818  0.53
H -4.122 5.096 -0.076  0.53
H -4.881 2.967 1.342  0.51
H -2.957 0.705 0.404  0.35
N 3.014 -2.346 -1.007  1.43
C 3.451 -2.326 -2.354  -0.10
C 4.450 -3.540 -2.541  -1.27
C 4.798 -3.725 -1.114  -0.65
C 3.903 -3.040 -0.159  -0.22
H 2.369 -1.544 -0.752  -0.05
H 2.694 -1.766 -3.085  0.21
H 4.693 -4.022 -3.364  0.59
H 5.386 -4.414 -0.517  0.34
H 3.772 -2.778 0.926  0.19
N -2.568 -1.238 -2.565  0.32
C -2.939 0.055 -2.913  -0.28
C -4.225 -0.127 -3.709  -0.77
C -4.541 -1.569 -3.762  -0.64
C -3.391 -2.200 -3.089  -0.21
H -1.920 -1.397 -2.063  0.45
H -2.338 0.848 -2.528  0.47
H -4.779 0.689 -4.234  0.32
H -5.430 -2.006 -4.298  0.32
H -3.082 -3.313 -2.871  0.26
C 1.065 -1.972 2.702  -0.34
N 1.781 -2.207 3.899  1.07
O 3.030 -2.235 3.884  -0.62
O 1.187 -2.457 4.924  -0.64
H 1.432 -0.845 2.649  -0.10
H 0.127 -2.074 2.773  0.50
H 1.390 -2.490 1.815  0.12
C 0.898 3.944 0.086  0.27
N 0.542 5.355 0.496  1.00
O 0.348 6.169 -0.468  -0.62
O 0.462 5.506 1.648  -0.54
H 0.472 3.622 -0.868  -0.21
H 0.534 3.121 0.751  -0.26
H 1.985 4.103 -0.080  0.36

Forces on atoms 1 to 6 (eV/Å):
-0.907 3.284 -5.147
4.547 -1.104 0.650
0.129 -1.042 1.572
-1.016 -2.385 -0.791
-1.891 1.005 2.690
-1.237 -0.182 0.492

HOMO-LUMO gap, hartree: 0.273
Total charge: -2
Molar mass, g/mol: 754.871
Energy above the lowest of the compared OMol25 structures with the same formula, charge and spin, kJ/mol: 143.2

# 3
ORCA calculation (ωB97M-V/def2-TZVPD) on a molecular structure, C34H46N4PPtSeSi4.

Last column: Mulliken charge in e.
Cartesian coordinates (Å):
Pt 2.175 0.355 1.461  1.53
Se 6.947 -3.385 6.259  0.36
N 7.224 -2.185 4.984  -0.83
C 6.055 -1.888 4.478  1.03
C 5.864 -0.919 3.407  0.39
C 6.923 -0.216 2.828  -0.78
C 6.648 0.689 1.831  -0.92
C 5.328 0.885 1.436  0.29
N 4.309 0.226 1.978  -0.22
C 4.572 -0.678 2.949  -0.40
C 3.430 -1.397 3.506  0.03
N 2.216 -1.127 2.975  0.00
C 1.146 -1.736 3.490  -0.27
C 1.223 -2.645 4.532  -1.43
C 2.458 -2.946 5.063  -0.70
C 3.587 -2.314 4.545  0.33
C 4.931 -2.570 5.045  1.06
N 5.192 -3.416 6.008  -0.83
H 7.932 -0.396 3.177  0.57
H 7.433 1.256 1.351  0.52
H 5.091 1.598 0.661  0.03
H 0.187 -1.491 3.054  0.78
H 0.320 -3.106 4.907  0.52
H 2.575 -3.656 5.872  0.58
C -3.395 0.504 1.239  -1.17
Si -1.869 1.359 1.887  0.66
C -1.656 1.115 3.729  -1.12
C -1.830 3.158 1.405  -0.93
Si -0.016 0.179 0.935  -0.23
Si -11.087 -3.682 -6.883  0.60
C -9.731 -3.412 -8.069  -0.92
C -11.234 -5.275 -6.016  -0.91
C -12.364 -2.403 -6.673  -0.91
Si -0.314 -1.762 -0.433  0.45
C 1.137 -1.861 -1.612  -1.18
C -0.214 -3.141 0.834  -1.09
C -1.930 -1.866 -1.365  -1.12
H -4.283 0.995 1.645  0.45
H -3.433 -0.546 1.539  0.34
H -3.458 0.552 0.151  0.35
H -2.457 1.644 4.252  0.45
H -0.706 1.518 4.086  0.35
H -1.725 0.066 4.021  0.33
H -2.694 3.644 1.866  0.51
H -1.916 3.305 0.326  0.35
H -0.932 3.668 1.755  0.17
H -8.983 -4.201 -8.050  0.34
H -9.258 -2.441 -7.904  0.36
H -10.168 -3.369 -9.075  0.35
H -10.265 -5.617 -5.645  0.35
H -11.561 -6.022 -6.753  0.35
H -11.963 -5.255 -5.208  0.34
H -12.041 -1.420 -7.015  0.34
H -12.722 -2.351 -5.644  0.36
H -13.225 -2.703 -7.288  0.35
H 2.083 -1.637 -1.114  0.21
H 1.020 -1.193 -2.468  0.41
H 1.202 -2.877 -2.010  0.61
H 0.759 -3.176 1.328  0.33
H -0.351 -4.093 0.314  0.49
H -0.994 -3.078 1.597  0.33
H -2.060 -1.083 -2.113  0.37
H -2.800 -1.867 -0.708  0.33
H -1.904 -2.827 -1.887  0.42
C 0.756 1.773 -1.328  -1.79
P 2.113 1.980 -0.129  0.49
C 1.830 3.585 0.637  1.22
C 1.475 4.682 -0.150  -0.57
C 1.255 5.916 0.440  -0.85
C 1.398 6.064 1.815  -0.58
C 1.764 4.981 2.600  -0.63
C 1.979 3.741 2.014  -0.56
C 3.567 2.127 -1.186  0.29
C 4.431 3.216 -1.072  -0.46
C 5.571 3.276 -1.862  -0.75
C 5.851 2.256 -2.760  -0.61
C 4.994 1.168 -2.873  -0.78
C 3.857 1.100 -2.086  -0.35
H 0.720 2.602 -2.035  0.60
H -0.218 1.766 -0.811  0.39
H 0.885 0.845 -1.883  0.25
H 1.381 4.587 -1.226  0.37
H 0.979 6.764 -0.172  0.45
H 1.229 7.030 2.272  0.42
H 1.884 5.101 3.668  0.44
H 2.258 2.893 2.628  0.24
H 4.221 4.014 -0.372  0.48
H 6.238 4.124 -1.778  0.46
H 6.739 2.309 -3.377  0.44
H 5.213 0.374 -3.575  0.46
H 3.204 0.237 -2.169  0.23

Forces on atoms 1 to 6 (eV/Å):
0.077 -0.153 -0.158
0.006 -0.020 -0.015
-0.006 0.018 0.014
-0.002 -0.012 -0.004
0.025 0.008 0.002
-0.015 0.000 0.003

HOMO-LUMO gap, hartree: 0.269
Total charge: +3
Molar mass, g/mol: 928.126
Energy above the lowest of the compared OMol25 structures with the same formula, charge and spin, kJ/mol: 0.0

# 4
ORCA calculation (ωB97M-V/def2-TZVPD) on a molecular structure, C34H46N8OPS2TeTi.

Last column: Löwdin spin population.
Cartesian coordinates (Å):
Ti -0.358 -0.208 -0.018  0.97
C -1.008 4.226 2.576  0.00
N 0.242 3.517 2.355  0.00
C 1.513 4.028 2.519  0.00
C 2.386 3.046 2.242  0.00
N 1.641 1.915 1.909  0.00
C 0.313 2.224 1.988  0.01
S -1.049 1.233 1.783  0.01
C 2.238 0.682 1.557  0.00
C 3.397 0.297 2.214  0.00
C 4.084 -0.815 1.766  0.00
C 3.594 -1.496 0.657  0.00
C 2.410 -1.074 0.099  0.01
N 1.707 -0.014 0.545  0.01
H -0.798 5.284 2.700  0.00
H -1.503 3.849 3.469  0.00
H -1.667 4.083 1.722  0.00
H 1.685 5.049 2.814  0.00
H 3.461 3.060 2.223  0.00
H 3.739 0.863 3.070  0.00
H 4.990 -1.146 2.254  0.00
H 4.127 -2.341 0.246  0.00
H 2.006 -1.582 -0.768  0.00
C -2.207 -4.117 0.672  0.00
N -1.884 -3.560 1.986  0.00
C -2.392 -4.347 3.110  0.00
P -0.578 -2.594 2.214  0.00
O -0.218 -1.942 0.879  0.00
N 0.816 -3.327 2.749  0.00
C 1.586 -4.104 1.775  0.00
C 0.873 -3.925 4.085  0.00
N -0.994 -1.550 3.415  0.00
C -2.384 -1.308 3.802  0.00
C -0.027 -0.969 4.337  0.00
H -1.936 -5.175 0.619  0.00
H -1.688 -3.575 -0.114  0.00
H -3.280 -4.029 0.496  0.00
H -2.086 -5.393 3.033  0.00
H -3.482 -4.313 3.120  0.00
H -2.028 -3.947 4.055  0.00
H 1.464 -3.686 0.778  0.00
H 1.272 -5.152 1.754  0.00
H 2.642 -4.072 2.050  0.00
H 0.218 -3.401 4.775  0.00
H 1.897 -3.860 4.459  0.00
H 0.585 -4.980 4.070  0.00
H -3.060 -1.616 3.009  0.00
H -2.524 -0.239 3.969  0.00
H -2.637 -1.831 4.728  0.00
H 0.989 -1.139 3.986  0.00
H -0.135 -1.390 5.341  0.00
H -0.206 0.105 4.412  0.00
S 0.446 6.081 -2.217  0.00
C 0.320 4.402 -1.787  0.00
C 1.379 3.492 -1.722  0.00
C 1.128 2.189 -1.357  0.00
N -0.085 1.710 -1.023  0.00
C -1.108 2.585 -1.128  0.00
C -0.957 3.898 -1.494  0.00
C 2.206 6.279 -2.486  0.00
C 2.778 5.960 -3.707  0.00
C 4.153 6.128 -3.833  0.00
N 4.922 6.591 -2.855  0.00
C 4.351 6.929 -1.705  0.00
C 2.989 6.789 -1.463  0.00
H 2.389 3.784 -1.967  0.00
H 1.950 1.487 -1.345  0.00
H -2.091 2.194 -0.905  0.00
H -1.823 4.543 -1.568  0.00
H 2.180 5.598 -4.532  0.00
H 4.656 5.883 -4.762  0.00
H 5.010 7.331 -0.943  0.00
H 2.553 7.075 -0.516  0.00
C -2.338 -3.358 -6.504  0.00
C -2.428 -2.761 -5.129  0.00
C -1.338 -2.141 -4.538  0.00
C -1.421 -1.580 -3.266  0.00
C -0.174 -0.924 -2.730  0.00
C -2.623 -1.629 -2.559  0.01
Te -2.896 -0.645 -0.668  -0.03
C -3.725 -2.286 -3.122  0.00
C -5.041 -2.405 -2.401  0.00
C -3.603 -2.839 -4.390  0.00
H -1.527 -2.909 -7.076  0.00
H -3.271 -3.219 -7.048  0.00
H -2.153 -4.433 -6.441  0.00
H -0.398 -2.081 -5.077  0.00
H 0.709 -1.339 -3.215  0.00
H -0.086 -1.134 -1.648  0.00
H -0.188 0.150 -2.903  0.00
H -5.557 -1.442 -2.382  0.00
H -4.896 -2.717 -1.365  0.00
H -5.681 -3.132 -2.895  0.00
H -4.460 -3.349 -4.817  0.00

Forces on atoms 1 to 6 (eV/Å):
-1.533 0.131 0.389
-0.248 0.151 0.083
0.138 -0.379 -0.135
0.078 0.095 0.036
0.062 0.099 0.020
-0.246 0.189 0.035

HOMO-LUMO gap (spin up / spin down), hartree: 0.218 / 0.221
2S+1: 2
Total charge: +2
Molar mass, g/mol: 853.372
Energy above the lowest of the compared OMol25 structures with the same formula, charge and spin, kJ/mol: 63.5

Asked for max |F| across the records above, the calculation gives 2.77 16.00 0.25 1.59 eV/Å in order.